This record from the OMol25 dataset describes C30H77F6N8O11PbS2 as an isolated structure in a non-equilibrium geometry. The level of theory is ωB97M-V/def2-TZVPD.

frontier orbital gap	7.248	eV
highest occupied orbital energy	-9.781	eV
charge	+1

Positions of all 135 atoms, in Å:
Pb 2.13606 2.69152 -1.25925
C 1.96429 -0.05158 2.02774
F 1.45828 0.79594 2.88740
F 3.18003 0.31208 1.78673
F 1.76807 -1.21293 2.60141
S 1.00960 -0.11584 0.35593
O 2.04829 -0.08403 -0.76235
O 0.17507 -1.34173 0.34516
N 0.52309 1.53398 0.18854
S -0.97209 1.26124 0.68764
O -1.88239 0.67592 -0.35103
O -1.23121 0.72172 2.01355
C -1.46694 3.15612 0.85190
F -0.80007 3.53917 1.90488
F -1.00942 3.80287 -0.21387
F -2.76106 3.34087 1.04713
C -0.11099 -2.71111 5.29281
C -1.04844 -3.83022 5.69130
C -1.20879 -4.00773 7.27685
O -0.11670 -4.84113 7.77721
C -0.18515 -5.10453 9.15826
N -2.27734 -3.45647 5.13609
H -0.27455 -1.72035 5.71677
H 0.04544 -2.66111 4.21525
H 0.92098 -2.99469 5.49954
H -0.71405 -4.79746 5.31615
H -2.19593 -4.42558 7.47446
H -1.17969 -2.97781 7.63255
H -1.06277 -5.74388 9.25363
H -0.23092 -4.25837 9.84385
H 0.69556 -5.64402 9.50670
H -2.04958 -3.31730 4.16200
H -2.98209 -4.17872 5.17821
C -4.94177 0.57627 -1.04603
C -6.07781 0.14464 -2.01314
C -7.14461 1.27808 -2.43333
O -7.67655 1.98755 -1.28332
C -8.90951 2.69942 -1.58590
N -5.37863 -0.31989 -3.23736
H -5.41294 1.06351 -0.19241
H -4.22277 1.26416 -1.49097
H -4.38283 -0.23955 -0.58764
H -6.58772 -0.72344 -1.59535
H -7.88953 0.78640 -3.05899
H -6.70740 1.99494 -3.12836
H -9.18136 3.27502 -0.70109
H -9.69042 2.04794 -1.97813
H -8.74309 3.48421 -2.32380
H -5.98956 -0.78787 -3.89146
H -4.65471 -0.96533 -2.95548
C -0.95228 2.43651 -4.95713
C -0.06756 2.04900 -3.83590
C 1.18345 1.33118 -4.34374
O 2.10221 0.91411 -3.25654
C 3.04901 -0.16740 -3.72934
N 0.19868 3.19255 -3.00570
H -0.96712 1.67114 -5.73307
H -0.59412 3.37421 -5.38204
H -1.98142 2.59854 -4.63663
H -0.48932 1.26694 -3.20455
H 1.71374 1.84853 -5.14326
H 0.77167 0.45168 -4.83873
H 3.30325 -0.80588 -2.88329
H 3.97643 0.34306 -3.98899
H 2.67358 -0.94909 -4.38971
H -0.67763 3.26502 -2.50877
H 0.10239 4.02000 -3.57680
C 2.72595 4.13274 3.02317
C 2.44061 3.80807 1.57816
C 1.83045 5.17535 0.94074
O 1.54978 4.96390 -0.46050
C 1.08358 6.15836 -1.12288
N 3.62232 3.40023 0.93163
H 3.44091 4.94784 3.13519
H 3.23541 3.28235 3.47638
H 1.87531 4.48568 3.60620
H 1.71243 2.99866 1.63021
H 2.49580 6.01662 1.13485
H 0.94029 5.47558 1.49354
H 1.49073 7.12256 -0.81850
H 0.00650 6.22764 -0.97063
H 1.34502 5.94610 -2.15956
H 4.40402 3.96806 1.22592
H 3.80192 2.47163 1.28595
C -4.36082 -2.10679 1.93309
C -3.29939 -3.03388 1.29726
C -3.15287 -2.88281 -0.25561
O -4.43223 -3.06510 -0.87079
C -4.46583 -3.64840 -2.12994
N -2.06370 -2.66487 1.89839
H -5.32960 -2.38816 1.52030
H -4.13915 -1.06717 1.69194
H -4.39003 -2.15377 3.02168
H -3.66739 -4.04278 1.48380
H -2.54062 -3.70254 -0.63151
H -2.63788 -1.94021 -0.44101
H -5.38457 -3.41977 -2.67008
H -4.17565 -4.69740 -2.07086
H -3.73712 -3.21263 -2.81346
H -2.06389 -1.65574 1.94034
H -1.34608 -2.95034 1.24753
C 5.02434 4.02951 -4.78572
C 4.21557 3.26483 -3.72286
C 5.13752 2.43772 -2.92315
O 4.41719 1.73976 -1.89903
C 5.33404 0.86735 -1.19417
N 3.54682 4.18189 -2.93316
H 5.59745 4.76953 -4.22713
H 4.39749 4.45951 -5.56690
H 5.67050 3.26188 -5.21155
H 3.47663 2.55339 -4.09154
H 5.79007 3.09229 -2.34539
H 5.62632 1.81665 -3.67379
H 5.91784 0.34868 -1.95461
H 4.83272 0.06102 -0.65880
H 6.08820 1.28400 -0.52653
H 4.16106 4.88227 -2.54295
H 3.19430 4.69808 -3.72649
C 1.27285 -4.43284 1.28132
C 2.59722 -5.20839 0.98976
C 3.66042 -4.29154 0.14289
O 3.17067 -4.10145 -1.11636
C 4.09278 -3.45856 -1.99246
N 3.09189 -5.79802 2.20507
H 1.38286 -3.60695 0.57853
H 1.27187 -3.98422 2.27471
H 0.39528 -5.04835 1.08358
H 2.15786 -5.94840 0.32083
H 4.60361 -4.83783 0.14966
H 3.83363 -3.31125 0.58690
H 4.32599 -2.43651 -1.69390
H 3.66869 -3.42249 -2.99593
H 5.04462 -3.97623 -2.11120
H 2.33367 -6.24304 2.70222
H 3.93548 -6.35236 2.17107

Cartesian forces, eV/Å:
Pb 0.4 -0.4 -0.9
C -3.0 -0.6 0.3
F -0.5 1.6 0.1
F 1.8 -0.3 -0.3
F 1.3 -1.1 -0.4
S 3.6 -1.9 -4.1
O -1.5 -0.3 3.1
O 1.4 3.6 0.4
N -1.4 -4.0 1.9
S -7.1 1.7 -1.0
O 2.6 1.5 1.6
O 1.4 0.5 -0.8
C -0.1 -3.2 0.0
F 0.6 1.1 1.2
F -0.3 0.7 -0.5
F 0.4 0.1 -0.5
C 2.3 -0.7 -0.1
C 0.8 -0.5 2.4
C 1.4 0.0 -1.7
O -0.5 1.6 -0.7
C -0.5 -0.7 0.0
N -1.8 0.4 -0.8
H -0.5 -0.2 0.0
H -1.0 0.3 -0.4
H 0.2 0.0 0.9
H 0.5 -0.2 -0.1
H 0.0 -0.3 0.2
H 0.1 -0.1 0.7
H -0.1 -0.1 0.8
H -0.4 0.5 -0.4
H 0.1 -0.2 -0.5
H -0.7 0.4 -0.6
H -0.1 -0.2 0.1
C -1.3 0.4 0.4
C 0.6 0.7 -0.6
C 1.1 -0.5 1.0
O -0.8 -0.5 -1.2
C 1.4 0.1 0.0
N -0.2 0.7 -0.1
H 0.0 0.3 0.1
H -0.2 0.0 -0.2
H -0.1 -0.3 -0.5
H -0.4 0.3 0.5
H -0.6 -0.2 0.4
H 0.6 0.2 0.1
H -0.2 -0.6 0.2
H -0.1 -0.2 0.4
H 0.3 -0.1 -0.4
H -0.1 -0.1 0.0
H 0.0 -0.1 0.0
C -0.8 -0.2 -0.9
C 1.4 -1.7 0.1
C 0.4 -0.8 0.3
O -0.6 -1.1 -2.5
C -0.3 0.8 1.9
N -0.5 0.7 0.9
H -0.1 0.1 -0.1
H 0.0 0.0 -0.3
H 0.0 0.0 0.1
H -0.5 0.2 0.2
H 0.3 0.5 0.1
H 0.2 -0.3 0.1
H -0.2 0.6 0.6
H -0.2 -0.3 -0.7
H -0.5 0.9 -0.8
H -0.1 0.2 1.0
H 0.7 0.4 -0.4
C 0.4 0.5 0.8
C -2.1 3.3 1.3
C 0.2 -2.1 0.5
O 0.5 1.8 1.3
C -0.5 -1.0 -0.5
N 0.9 -0.9 -1.2
H 0.2 0.2 -0.4
H -0.4 -0.1 0.3
H -0.2 -0.5 0.0
H -0.2 0.2 -0.7
H 0.6 -0.1 -0.5
H -0.4 -0.4 -0.1
H 0.6 -0.4 0.4
H -0.1 0.0 -0.2
H -0.3 0.5 -0.1
H 0.2 0.2 -0.1
H 0.5 -0.3 -0.1
C -0.2 -0.3 -1.0
C -1.7 1.0 -0.6
C -1.2 -1.1 0.7
O -0.3 1.2 0.7
C 1.1 0.3 -0.8
N 0.9 -0.8 0.3
H -0.1 0.3 0.1
H -0.1 0.2 -0.2
H 0.2 -0.4 0.0
H 0.6 -0.3 0.2
H 0.6 -0.1 0.2
H -0.3 0.4 -0.5
H -0.5 -0.5 0.6
H -0.5 -0.4 -0.1
H 0.6 0.3 0.0
H 0.4 0.2 0.1
H 0.7 0.2 0.3
C -0.1 -1.7 0.3
C 1.6 -1.4 -1.3
C 0.1 0.2 1.0
O 1.4 -0.8 0.2
C 0.1 -1.1 -0.7
N -2.3 2.3 0.6
H 0.2 0.1 -0.4
H 0.1 0.1 0.1
H 0.4 0.5 -0.5
H 0.0 0.2 -0.6
H 0.9 0.1 -0.5
H 0.5 -0.6 0.7
H 0.1 -0.1 -0.1
H -0.6 0.4 0.0
H -0.4 1.0 0.0
H 0.6 -0.1 0.5
H -1.5 1.0 0.5
C 1.6 0.7 -0.3
C -0.8 1.0 -0.9
C -0.8 -1.7 2.6
O 0.0 0.2 -2.2
C -0.4 -0.2 -0.1
N 0.4 0.8 0.3
H -1.0 0.1 -0.1
H -0.1 -0.2 0.1
H 0.0 0.2 0.1
H 1.0 -0.4 -0.8
H 0.3 -0.1 -0.1
H 0.0 0.1 0.7
H -0.1 0.2 0.4
H -0.3 0.0 0.1
H 0.1 -0.4 0.4
H 0.3 -0.2 0.1
H -0.3 -0.2 -0.3

Results of the Mulliken charge analysis, in e, for atoms 1 through 8:
1. Pb 2.571
2. C 0.493
3. F -0.217
4. F -0.222
5. F -0.029
6. S -0.092
7. O -0.500
8. O -0.173